(1)
# C20H31AsBr2F6N2O5S2Si3Tc

A structure of composition C20H31AsBr2F6N2O5S2Si3Tc (ωB97M-V/def2-TZVPD, the Open Molecules 2025 dataset).

Geometry (Å):
Tc (0.044530, 0.958086, 1.011000)
Br (4.986396, 0.448404, 1.619806)
C (3.598656, -0.496887, 2.431850)
C (3.877398, -1.446448, 3.443060)
C (2.876606, -2.131074, 4.075124)
Br (3.300130, -3.374273, 5.412097)
C (1.513740, -1.897850, 3.728758)
C (0.387221, -2.501138, 4.314245)
C (-0.880715, -2.159253, 3.891274)
C (-1.042564, -1.213513, 2.884097)
N (0.004833, -0.637431, 2.299980)
C (1.270959, -0.961352, 2.712211)
C (2.299473, -0.265137, 2.062561)
O (1.908600, 0.632479, 1.125154)
H (4.908733, -1.618021, 3.718747)
H (0.523218, -3.228959, 5.103658)
H (-1.756032, -2.604958, 4.340736)
H (-2.023058, -0.900772, 2.547729)
C (2.636342, 1.682755, -1.923220)
Si (2.107352, -0.078062, -2.155496)
C (3.199325, -1.321888, -1.312689)
C (1.805839, -0.512405, -3.937322)
As (-0.098218, -0.338103, -1.134145)
Si (-0.577229, -2.702800, -0.841423)
C (-0.106872, -3.433137, -2.483249)
C (-2.398056, -2.805503, -0.482870)
C (0.471703, -3.424693, 0.509822)
Si (-1.825331, 0.684916, -2.517160)
C (-2.240165, -0.573743, -3.817932)
C (-3.257500, 1.033396, -1.390691)
C (-1.023239, 2.193238, -3.247050)
H (3.567991, 1.824254, -2.479205)
H (2.831859, 1.929555, -0.879630)
H (1.908128, 2.387132, -2.327099)
H (4.224065, -1.181472, -1.667793)
H (2.907305, -2.343800, -1.559277)
H (3.212538, -1.207582, -0.228921)
H (2.767673, -0.492130, -4.458331)
H (1.153329, 0.201376, -4.439020)
H (1.391969, -1.513764, -4.061098)
H (-0.609009, -2.970820, -3.331213)
H (-0.391063, -4.489760, -2.470982)
H (0.970894, -3.392674, -2.646779)
H (-2.996890, -2.410994, -1.305112)
H (-2.680594, -2.274632, 0.427063)
H (-2.675106, -3.854977, -0.351197)
H (1.518927, -3.134366, 0.417306)
H (0.422932, -4.513061, 0.406314)
H (0.124373, -3.183767, 1.513383)
H (-2.709134, -1.472436, -3.417204)
H (-1.373473, -0.858725, -4.415672)
H (-2.961302, -0.108250, -4.497339)
H (-3.622981, 0.120096, -0.916901)
H (-4.076178, 1.440473, -1.990906)
H (-3.025301, 1.758943, -0.612987)
H (-0.382721, 1.928186, -4.088485)
H (-0.423563, 2.742312, -2.522511)
H (-1.794672, 2.869315, -3.624464)
F (-2.462577, 3.915074, 4.620075)
C (-2.832017, 3.006202, 3.755424)
F (-3.877763, 3.391624, 3.063084)
F (-3.058739, 1.846998, 4.347695)
S (-1.422009, 2.708924, 2.580600)
O (-1.894649, 1.633674, 1.634817)
O (-0.248959, 2.201589, 3.266164)
N (-1.244557, 4.071581, 1.878271)
S (-0.190852, 4.208371, 0.709387)
O (0.152172, 2.847863, 0.158697)
O (0.910314, 5.050998, 0.966354)
C (-1.226914, 4.958612, -0.632839)
F (-2.240704, 4.140683, -0.892472)
F (-0.465887, 5.094334, -1.702422)
F (-1.668936, 6.119166, -0.213436)

Forces on the atoms, in the same order (eV/Å):
Tc 0.0756 0.0398 0.2356
Br 0.0108 0.0066 0.0126
C -0.0132 -0.0192 -0.0089
C 0.0093 -0.0025 -0.0076
C 0.0068 -0.0126 0.0012
Br 0.0047 0.0044 -0.0029
C -0.0191 -0.0069 0.0055
C 0.0073 0.0119 -0.0044
C 0.0000 0.0055 0.0228
C -0.0175 0.0306 0.0031
N 0.0456 -0.0063 -0.0089
C -0.0182 -0.0405 -0.0187
C 0.0174 0.0647 0.0132
O 0.0182 -0.0508 0.0206
H -0.0012 -0.0053 0.0023
H -0.0003 -0.0007 0.0004
H -0.0011 -0.0009 -0.0014
H 0.0024 -0.0027 -0.0035
C -0.0255 0.0192 0.0230
Si 0.0177 -0.0019 0.0082
C -0.0238 -0.0294 0.0032
C -0.0097 -0.0243 0.0062
As -0.0210 0.0553 0.0110
Si -0.0652 -0.0064 -0.0185
C 0.0101 -0.0137 0.0204
C -0.0039 0.0034 -0.0269
C 0.0563 0.0174 0.0353
Si -0.0029 0.0317 -0.0026
C 0.0154 -0.0122 0.0034
C -0.0125 -0.0265 0.0069
C 0.0007 -0.0001 0.0274
H 0.0030 0.0004 0.0017
H -0.0046 -0.0149 -0.0152
H 0.0088 0.0057 -0.0041
H 0.0021 0.0025 -0.0055
H 0.0045 -0.0164 0.0042
H 0.0038 -0.0133 -0.0513
H 0.0050 0.0045 0.0041
H -0.0214 0.0216 -0.0115
H 0.0032 0.0136 -0.0076
H -0.0297 0.0335 -0.0209
H -0.0067 0.0013 0.0040
H 0.0021 -0.0031 -0.0070
H -0.0002 -0.0086 0.0165
H 0.0056 0.0138 0.0302
H -0.0020 -0.0027 0.0031
H 0.0380 -0.0174 0.0059
H 0.0171 0.0033 -0.0105
H -0.0228 -0.0130 -0.0423
H 0.0122 -0.0055 -0.0061
H 0.0095 -0.0073 -0.0003
H 0.0024 -0.0050 -0.0013
H -0.0055 0.0070 0.0049
H -0.0032 0.0013 -0.0003
H 0.0067 -0.0096 0.0030
H 0.0197 -0.0068 -0.0143
H -0.0200 -0.0009 -0.0019
H -0.0076 -0.0035 -0.0005
F 0.0081 0.0060 0.0074
C -0.0095 -0.0037 0.0040
F -0.0015 -0.0054 -0.0046
F -0.0016 0.0038 -0.0037
S -0.0215 -0.0734 -0.1153
O -0.0720 -0.0219 -0.0561
O 0.0228 0.0233 -0.0338
N -0.0759 0.0425 0.0436
S 0.0695 0.0837 -0.0506
O -0.0121 -0.0501 -0.0505
O -0.0284 -0.0271 0.0047
C 0.0253 -0.0264 0.0595
F 0.0240 0.0304 -0.0208
F -0.0319 0.0349 0.0196
F 0.0216 -0.0243 -0.0383

As for the total energy: -10994.646825 a.u. As for the expectation value of S²: 3.81. Its energy relative to the best compared isomer or geometry (same formula, charge and spin) is 0.000 eV. The frontier orbital gap (spin up / spin down) comes out at 0.23796 / 0.22123 hartree. The HOMO energy (spin up / spin down) comes out at -14.0 / -14.2 eV. The net charge is +2. Its spin multiplicity is 4. The value obtained for the max |F| is 0.0049 hartree/bohr.


(2)
# C20H31Br2N3O6P2S4Zr

A structure of composition C20H31Br2N3O6P2S4Zr at a distorted geometry (ωB97M-V/def2-TZVPD, the Open Molecules 2025 dataset).

Geometry (Å):
Zr (0.000000, 0.000000, 0.000000)
C (0.968339, 1.321039, -2.917814)
C (2.178872, 0.408500, -2.822998)
S (2.049770, -0.603142, -1.325027)
C (1.668025, -2.240135, -2.029941)
C (0.232139, -2.359233, -2.525371)
S (-0.948914, -2.006753, -1.184540)
C (-2.327635, -1.344245, -2.176644)
C (-3.220950, -0.429394, -1.343924)
S (-2.291545, 0.918236, -0.547089)
C (-2.078880, 2.061419, -1.938955)
C (-0.886374, 2.977550, -1.675427)
S (0.643370, 2.061200, -1.288467)
H (0.100484, 0.744421, -3.246485)
H (1.149841, 2.110185, -3.654198)
H (3.093256, 1.007185, -2.742601)
H (2.276567, -0.207249, -3.722386)
H (1.856985, -2.986703, -1.249945)
H (2.370788, -2.454517, -2.842094)
H (0.048306, -3.377041, -2.884279)
H (0.074197, -1.681522, -3.369621)
H (-2.914297, -2.186102, -2.558286)
H (-1.940712, -0.795646, -3.040428)
H (-3.709852, -1.007772, -0.551843)
H (-4.017818, -0.004359, -1.963144)
H (-2.988577, 2.662153, -2.040534)
H (-1.945841, 1.514422, -2.875432)
H (-1.099808, 3.636798, -0.826256)
H (-0.707270, 3.625760, -2.539853)
N (-1.183007, -2.250167, 4.160585)
C (-0.939249, -2.891528, 2.747765)
C (-1.128246, -4.392211, 2.882669)
P (-2.181503, -2.067187, 1.552998)
O (-3.160176, -3.281119, 1.120803)
O (-2.998759, -1.208179, 2.507610)
O (-1.509871, -1.559204, 0.321719)
P (0.818405, -2.381769, 2.207951)
O (1.639323, -3.776630, 2.224749)
O (1.306191, -1.616587, 3.429830)
O (0.838678, -1.858050, 0.811323)
H (-1.950614, -1.571530, 3.945940)
H (-0.292212, -1.716991, 4.295298)
H (-1.392686, -2.902808, 4.899750)
H (-2.142008, -4.637044, 3.215386)
H (-0.419572, -4.819611, 3.599204)
H (-0.964898, -4.882257, 1.917692)
H (-3.747957, -2.902025, 0.441251)
H (2.521453, -3.553429, 1.873660)
Br (5.446994, 2.138311, 3.480201)
C (3.952436, 1.507799, 2.507098)
C (3.968986, 0.226667, 1.982334)
C (2.854055, -0.179184, 1.283233)
N (1.768987, 0.599928, 1.090870)
C (1.753905, 1.859838, 1.607591)
C (2.847771, 2.337867, 2.326739)
C (0.518201, 2.651296, 1.348855)
C (0.321699, 3.955938, 1.797859)
C (-0.876274, 4.600791, 1.496091)
Br (-1.162018, 6.371640, 2.096493)
C (-1.860042, 3.960362, 0.761770)
C (-1.597733, 2.672386, 0.351061)
N (-0.448626, 2.020307, 0.626619)
H (4.814854, -0.438314, 2.108161)
H (2.793172, -1.170001, 0.842246)
H (2.862089, 3.334960, 2.748123)
H (1.073374, 4.480752, 2.373592)
H (-2.799663, 4.438973, 0.513867)
H (-2.320792, 2.105621, -0.228481)
H (-0.619990, -0.063621, 1.807057)

Forces on the atoms, in the same order (eV/Å):
Zr -1.0530 -3.0659 2.6351
C 0.1848 0.4157 -0.9444
C 0.0496 0.6123 -0.0365
S 1.5518 -1.4771 -2.2913
C -0.4987 -0.7355 -0.1565
C -0.1810 0.1017 -2.1207
S 3.8507 -2.8821 -7.1994
C -0.5012 -0.2185 -0.1482
C 0.3692 -0.8196 -0.8663
S -4.2197 -12.8257 -5.1372
C 0.1382 -0.0017 -1.8952
C 0.6958 0.3503 -2.3885
S 0.9100 0.7511 -3.9252
H -0.0370 0.0571 0.1134
H -0.0302 -0.0805 0.0504
H -0.1305 -0.1750 0.0726
H -0.0851 -0.0602 0.2821
H 0.0364 0.3477 0.0371
H 0.0115 0.2523 0.1908
H 0.1994 0.0381 -0.0947
H 0.2458 -0.0493 -0.3438
H 0.1199 0.0507 -0.0486
H 0.1524 -0.1504 0.1185
H 0.0344 0.5438 0.0020
H 0.1236 0.0220 0.0934
H -0.0002 -0.0094 0.0145
H -0.0892 -0.0663 0.1956
H 1.1208 0.2699 -2.2331
H 0.0782 -0.2475 -0.1274
N 0.6139 1.0849 -2.7027
C 0.1707 0.1596 -0.4580
C -0.0441 -0.4359 -0.2469
P -3.5333 -1.1475 6.9136
O 0.9318 0.7157 -0.9976
O 1.3495 -0.2096 -1.7689
O -4.0898 3.2570 5.0192
P 0.2133 -0.9030 4.9349
O -0.2012 0.5826 -0.9398
O -0.6212 0.0669 -1.8585
O 0.5996 0.0012 -0.8583
H -0.1706 -0.2096 0.4242
H 0.0074 -0.2157 0.4108
H -0.0660 -0.3132 0.1101
H 0.0770 0.0995 -0.1193
H 0.0082 0.1368 -0.1496
H -0.0325 0.0266 0.1911
H -0.1948 -0.6822 0.2737
H -0.1478 -0.5984 0.2607
Br -0.4452 -0.1370 -0.2691
C 0.3807 0.3378 0.3330
C -0.2119 0.1185 -0.0462
C -0.0626 0.3458 0.3994
N 1.5545 1.4954 1.4503
C 0.4597 -0.3880 0.1968
C -0.2831 -0.0074 -0.1441
C -0.0656 0.6911 0.8432
C 0.2447 -0.4623 -0.2007
C -0.3563 0.5844 0.3329
Br 0.1209 -0.5068 -0.1761
C -0.4428 0.1479 1.7197
C 3.0550 3.1280 5.7279
N -1.4925 2.3964 3.5740
H -0.0937 0.1049 0.0249
H 0.3377 0.5027 0.4273
H -0.0401 -0.0948 -0.0506
H -0.0391 -0.1176 -0.0653
H 0.0693 0.0464 -0.0034
H -1.1316 9.1304 3.9039
H 0.5255 0.3203 -0.2648

As for the total energy: -8866.330209 a.u. Its energy relative to the best compared isomer or geometry (same formula, charge and spin) is 4.746 eV. The frontier orbital gap comes out at 0.24884 hartree. The HOMO energy comes out at -13.3 eV. The net charge is +2. The value obtained for the max |F| is 0.2809 hartree/bohr.


(3)
# C20H31BrN3O4PRhS4

A structure of composition C20H31BrN3O4PRhS4 (ωB97M-V/def2-TZVPD, the Open Molecules 2025 dataset).

Geometry (Å):
Rh (-0.248073, -0.189009, -0.160516)
O (2.878360, -4.759083, 3.732608)
C (2.329385, -3.937829, 3.043403)
S (2.932389, -3.419657, 1.457085)
C (1.647728, -2.278290, 1.122135)
C (0.684654, -2.143554, 2.041077)
S (-0.649957, -1.014436, 1.903962)
S (0.820129, -3.123575, 3.486787)
S (1.696467, -1.332584, -0.358439)
C (-0.015822, 5.695051, 0.471563)
C (-0.628864, 4.293934, 0.386101)
C (-0.950848, 3.966709, -1.078668)
C (-1.990966, 4.325265, 1.094110)
P (0.419487, 2.885477, 1.109825)
N (-0.154576, 1.546710, 0.597983)
C (2.236122, 3.129045, 0.628510)
C (2.307039, 3.338635, -0.893032)
C (2.970983, 4.283561, 1.318906)
C (3.006634, 1.829162, 0.913242)
C (0.298268, 2.995759, 3.010331)
C (1.361871, 2.045011, 3.579447)
C (-1.058775, 2.416022, 3.449989)
C (0.479799, 4.374070, 3.654824)
H (-0.757257, 6.416294, 0.111027)
H (0.865685, 5.802024, -0.157282)
H (0.251715, 5.984255, 1.486207)
H (-1.679386, 4.701271, -1.437126)
H (-1.394137, 2.976384, -1.158588)
H (-0.090603, 4.008204, -1.739281)
H (-2.655839, 4.974741, 0.516695)
H (-1.938434, 4.727715, 2.102929)
H (-2.439355, 3.332178, 1.129962)
H (1.905238, 4.298030, -1.210276)
H (1.794601, 2.539956, -1.431780)
H (3.362056, 3.318175, -1.182408)
H (2.482116, 5.245856, 1.193406)
H (3.968560, 4.362390, 0.873840)
H (3.110236, 4.105978, 2.384251)
H (2.429928, 0.944153, 0.649952)
H (3.315814, 1.742237, 1.950758)
H (3.911519, 1.824841, 0.298511)
H (1.317395, 1.066903, 3.096308)
H (1.159190, 1.899343, 4.644647)
H (2.370060, 2.444506, 3.492489)
H (-1.321122, 1.548115, 2.846657)
H (-1.863377, 3.143734, 3.399541)
H (-0.975043, 2.089209, 4.490458)
H (1.426438, 4.843994, 3.399675)
H (0.459447, 4.254461, 4.743768)
H (-0.322067, 5.063929, 3.395189)
Br (-0.996706, -3.473343, -4.806823)
C (-1.688344, -2.746740, -3.207034)
C (-3.031804, -2.430417, -3.097785)
C (-3.487315, -1.912928, -1.895123)
C (-2.578064, -1.733582, -0.873362)
N (-1.275706, -1.990873, -0.997902)
C (-0.830200, -2.488227, -2.150244)
H (-3.698213, -2.569374, -3.938298)
H (-4.521454, -1.631658, -1.759440)
H (-2.882586, -1.364794, 0.099369)
H (0.239111, -2.647038, -2.219785)
O (-1.766447, 0.830458, -2.203418)
N (-0.652777, 1.065733, -2.699705)
O (-0.497967, 1.694208, -3.731992)
O (0.378502, 0.624179, -2.068836)

Forces on the atoms, in the same order (eV/Å):
Rh 0.6924 -0.1159 0.1656
O 0.0150 -0.0047 0.0103
C 0.0023 -0.0173 -0.0164
S -0.0337 -0.0036 0.0766
C -0.0070 0.0805 -0.1117
C -0.1472 0.1033 -0.0244
S -0.0645 -0.3061 0.5171
S 0.0664 -0.0109 -0.0381
S 0.0169 -0.2192 0.2578
C -0.0129 0.0033 -0.0338
C -0.0205 -0.0110 0.0123
C 0.0260 -0.0194 0.0063
C -0.0228 -0.0399 0.0111
P 0.0746 -0.0261 0.1046
N -0.0140 0.3540 -0.2363
C -0.0024 0.0274 -0.0021
C -0.0210 -0.0604 0.0079
C 0.0405 -0.0420 -0.0086
C 0.0003 -0.0489 -0.0338
C 0.0309 0.0275 -0.0099
C -0.0206 -0.0285 0.0449
C 0.0317 -0.0224 -0.0302
C -0.0479 -0.0246 0.0167
H 0.0039 -0.0116 -0.0010
H 0.0374 -0.0180 -0.0327
H 0.0124 -0.0077 0.0595
H 0.0246 0.0046 -0.0172
H -0.0258 0.0138 0.0151
H 0.0772 -0.0330 -0.0083
H 0.0011 -0.0020 0.0163
H 0.0206 0.0136 0.0386
H 0.0013 -0.0093 -0.0025
H -0.0490 0.0573 0.0054
H -0.0224 0.0122 0.0124
H -0.0133 0.0028 -0.0131
H -0.0463 0.0756 -0.0202
H -0.0032 -0.0073 0.0075
H -0.0046 -0.0179 0.0077
H 0.0157 0.0428 -0.0176
H 0.0229 -0.0119 -0.0220
H 0.0068 0.0047 0.0109
H -0.0073 0.0030 -0.0025
H 0.0089 0.0032 -0.0011
H -0.0176 0.0222 0.0230
H 0.0117 -0.0127 0.0127
H -0.0399 0.0324 -0.0192
H -0.0119 0.0159 0.0015
H 0.0526 0.0252 -0.0258
H -0.0085 -0.0120 -0.0065
H -0.0283 0.0070 -0.0158
Br 0.0041 -0.0093 -0.0400
C -0.0662 0.0225 0.1642
C 0.0268 0.0290 -0.0216
C 0.0876 -0.2422 -0.1088
C -0.1647 -0.1696 0.3299
N -0.0166 0.5643 -0.7665
C -0.0508 -0.0750 -0.0246
H 0.0073 -0.0174 -0.0017
H -0.0121 -0.0346 0.0013
H 0.0333 0.1255 -0.0555
H 0.0072 0.0454 -0.0187
O -0.1045 0.0829 -0.2467
N -0.0194 -0.1122 0.2117
O 0.0220 0.0047 -0.0488
O -0.3554 -0.0017 -0.0648

As for the total energy: -5864.593881 a.u. The frontier orbital gap comes out at 0.23108 hartree. The HOMO energy comes out at -4.0 eV. The net charge is -1. The value obtained for the max |F| is 0.0185 hartree/bohr.